[1]
{
  "formula": "C4H3F2NO",
  "method": "ωB97M-V/def2-TZVPD",
  "total_charge": 0,
  "orbital_gap_ev": 10.066,
  "lumo_ev": -0.42,
  "homo_ev": -10.483,
  "spin_multiplicity": 1,
  "symbols": ["C", "C", "C", "C", "H", "H", "H", "N", "O", "F", "F"],
  "coordinates": [[0.858, 0.035, -0.525], [1.865, -0.483, 0.362], [-0.610, -0.612, -0.233], [-1.423, 0.172, 0.423], [-0.628, 1.796, -0.483], [1.080, -0.084, -1.551], [-1.106, 1.097, 1.059], [2.495, -1.080, 1.172], [0.637, 1.371, -0.325], [-0.676, -1.841, -0.787], [-2.491, -0.372, 0.887]]
}

***

[2]
{
  "formula": "C4H3F3",
  "method": "ωB97M-V/def2-TZVPD",
  "total_charge": 0,
  "orbital_gap_ev": 10.105,
  "smiles": "C=C(F)/C(F)=C\\F",
  "lumo_ev": 0.73,
  "homo_ev": -9.377,
  "spin_multiplicity": 1,
  "symbols": ["C", "C", "F", "C", "F", "C", "F", "H", "H", "H"],
  "coordinates": [[2.245, -0.202, 0.136], [0.926, -0.360, -0.018], [0.403, -1.569, -0.163], [-0.183, 0.651, -0.062], [0.194, 1.959, -0.066], [-1.470, 0.390, 0.062], [-1.994, -0.811, 0.111], [2.821, -1.059, 0.183], [2.780, 0.766, 0.265], [-2.128, 1.202, -0.094]]
}

***

[3]
{
  "formula": "C4H3F3N3",
  "method": "ωB97M-V/def2-TZVPD",
  "total_charge": 1,
  "orbital_gap_ev": 10.396,
  "smiles": "C[N+]#CN1N=C1C(F)(F)F",
  "lumo_ev": -5.58,
  "homo_ev": -15.979,
  "spin_multiplicity": 1,
  "symbols": ["C", "N", "C", "N", "N", "C", "C", "F", "F", "F", "H", "H", "H"],
  "coordinates": [[-3.021, 0.129, -0.126], [-1.666, 0.208, 0.005], [-0.567, 0.275, 0.376], [0.545, 0.037, 1.046], [1.013, -1.403, 0.781], [1.772, -0.448, 0.535], [2.798, 0.148, -0.360], [3.584, -0.753, -0.969], [2.238, 0.866, -1.316], [3.535, 0.952, 0.452], [-3.113, -0.979, -0.478], [-3.624, 0.708, -0.911], [-3.494, 0.259, 0.965]]
}